(1)
A cluster of 11 separate species, C19H60O17 in total in a non-equilibrium geometry, computed with ωB97M-V/def2-TZVPD.

## Properties
HOMO energy: -10.0 eV
Energy: -2038.65720 hartree
SMILES: OCCO.OCCO.OCCO.OCCO.OCCO.OCCO.CCO.CCO.CO.CO.CO
LUMO level: 0.0 eV

Each line ends with the Mulliken charge.
CARTESIAN COORDINATES (ANGSTROEM)
O (-0.841, -0.919, -1.549)  -0.52
C (-0.420, -0.695, -0.152)  -0.41
C (-0.333, 0.842, 0.241)  -0.25
O (0.948, 1.476, 0.014)  -0.51
H (-1.799, -0.979, -1.529)  0.28
H (-1.274, -1.172, 0.328)  0.26
H (0.495, -1.242, 0.077)  0.29
H (-0.697, 0.839, 1.269)  0.27
H (-1.137, 1.384, -0.257)  0.26
H (0.790, 2.377, -0.277)  0.32
O (6.021, -8.471, 1.490)  -0.53
C (5.270, -7.557, 0.733)  -0.42
C (5.759, -6.130, 0.966)  -0.28
O (7.083, -6.068, 0.457)  -0.52
H (5.660, -8.439, 2.379)  0.32
H (5.407, -7.771, -0.327)  0.23
H (4.245, -7.801, 1.011)  0.33
H (5.835, -5.908, 2.030)  0.25
H (5.066, -5.430, 0.498)  0.31
H (7.566, -6.743, 0.940)  0.32
O (-5.074, 2.753, -4.866)  -0.51
C (-4.033, 3.666, -4.923)  -0.41
C (-4.348, 4.976, -5.751)  -0.36
O (-5.394, 5.686, -5.070)  -0.53
H (-4.818, 2.076, -4.235)  0.30
H (-3.770, 3.848, -3.881)  0.29
H (-3.230, 3.079, -5.369)  0.33
H (-4.652, 4.728, -6.768)  0.30
H (-3.473, 5.626, -5.770)  0.29
H (-5.780, 6.364, -5.630)  0.29
O (0.735, 7.108, -0.930)  -0.52
C (1.551, 8.034, -1.571)  -0.45
C (2.469, 8.590, -0.493)  -0.28
O (1.801, 9.313, 0.514)  -0.53
H (0.183, 7.585, -0.305)  0.31
H (2.048, 7.683, -2.476)  0.33
H (0.862, 8.782, -1.962)  0.27
H (3.179, 9.317, -0.886)  0.32
H (3.009, 7.803, 0.033)  0.26
H (2.420, 9.654, 1.163)  0.30
O (-5.745, -1.480, -1.894)  -0.47
C (-6.830, -2.379, -1.962)  -0.49
C (-7.554, -2.223, -3.294)  -0.35
O (-6.582, -2.669, -4.236)  -0.51
H (-5.917, -1.029, -1.064)  0.32
H (-6.553, -3.426, -1.835)  0.24
H (-7.471, -2.121, -1.119)  0.38
H (-8.037, -1.268, -3.504)  0.29
H (-8.360, -2.957, -3.289)  0.30
H (-7.075, -3.004, -4.989)  0.30
O (-3.888, 4.254, 5.076)  -0.53
C (-4.255, 5.339, 4.164)  -0.46
C (-3.146, 5.823, 3.213)  -0.24
O (-3.559, 6.867, 2.378)  -0.51
H (-3.329, 4.548, 5.800)  0.31
H (-5.102, 5.139, 3.507)  0.34
H (-4.636, 6.184, 4.738)  0.29
H (-2.784, 5.038, 2.550)  0.24
H (-2.305, 6.118, 3.840)  0.28
H (-4.354, 6.583, 1.920)  0.30
C (-1.267, -8.612, -1.735)  -1.04
C (-1.478, -7.263, -2.341)  -0.14
O (-0.243, -6.874, -2.901)  -0.53
H (-0.940, -9.360, -2.457)  0.29
H (-2.228, -8.992, -1.387)  0.34
H (-0.533, -8.560, -0.931)  0.26
H (-1.827, -6.590, -1.558)  0.24
H (-2.148, -7.175, -3.196)  0.28
H (-0.275, -5.934, -3.094)  0.29
C (7.313, -0.643, 3.176)  -1.08
C (5.926, -0.538, 2.612)  -0.12
O (5.509, 0.812, 2.560)  -0.53
H (8.070, -0.149, 2.566)  0.30
H (7.618, -1.677, 3.335)  0.34
H (7.261, -0.261, 4.195)  0.28
H (5.265, -1.149, 3.226)  0.24
H (5.872, -0.916, 1.591)  0.28
H (4.739, 0.931, 1.999)  0.30
C (2.442, 2.324, 6.604)  -0.55
O (3.679, 2.981, 6.313)  -0.49
H (1.766, 2.594, 5.792)  0.23
H (2.450, 1.246, 6.448)  0.25
H (1.922, 2.589, 7.525)  0.26
H (3.927, 2.739, 5.418)  0.30
C (3.339, -0.840, -4.635)  -0.51
O (4.441, -0.913, -5.448)  -0.51
H (3.418, -1.424, -3.718)  0.24
H (3.164, 0.190, -4.323)  0.24
H (2.419, -1.150, -5.131)  0.22
H (5.197, -1.149, -4.905)  0.32
C (-0.870, -4.955, 3.994)  -0.42
O (-0.467, -3.642, 4.217)  -0.49
H (-0.054, -5.640, 4.224)  0.20
H (-1.718, -4.992, 4.678)  0.24
H (-1.154, -5.061, 2.947)  0.16
H (-0.386, -3.549, 5.169)  0.31

***

(2)
A structure of composition C3H4LiO3 in a non-equilibrium geometry, computed with ωB97M-V/def2-TZVPD.

## Properties
Total charge: -1
HOMO energy: -0.8 eV
Energy: -349.83748 hartree
LUMO level: 3.2 eV
Energy relative to the best compared isomer or geometry (same formula, charge and spin): 449.54 kJ/mol

Each line ends with the Mulliken charge.
CARTESIAN COORDINATES (ANGSTROEM)
C (1.746, -0.083, 1.022)  -0.78
C (0.738, 0.639, 0.498)  -0.66
H (1.673, -1.177, 1.123)  0.22
H (2.436, 0.371, 1.743)  0.30
O (-0.024, -0.282, -0.736)  -0.48
C (-1.275, -0.295, -1.055)  0.91
O (-2.212, -0.062, -0.300)  -0.70
O (-1.531, -0.965, -2.192)  -0.52
H (-0.727, -1.406, -2.495)  0.36
Li (-1.154, 0.918, 1.150)  0.18
H (0.328, 2.343, 1.243)  0.19

***

(3)
The ion C7H14N5 with charge -1 in a non-equilibrium geometry, computed with ωB97M-V/def2-TZVPD.

## Properties
Total charge: -1
HOMO energy: -3.5 eV
Energy: -548.86830 hartree
LUMO level: 3.3 eV
Energy relative to the best compared isomer or geometry (same formula, charge and spin): 0.00 kJ/mol

Each line ends with the Mulliken charge.
CARTESIAN COORDINATES (ANGSTROEM)
C (-1.637, -1.535, -0.571)  0.50
C (1.364, -2.136, 0.602)  -1.07
C (-1.560, 1.396, 0.844)  -1.45
C (0.887, 1.047, 0.298)  -2.18
C (-0.795, 0.982, -1.540)  -1.84
C (0.080, -1.515, 1.080)  -1.04
C (-0.516, 0.664, -0.076)  1.64
N (-1.799, -2.902, -0.282)  -0.40
N (-2.661, -1.073, -1.341)  -0.16
N (-2.909, -3.203, -1.064)  -0.46
N (-3.380, -2.135, -1.660)  -0.71
N (-0.645, -0.761, 0.036)  0.29
H (2.195, -1.469, 0.466)  0.30
H (1.852, -2.873, 1.353)  0.33
H (1.122, -2.654, -0.395)  0.26
H (-2.532, 0.735, 0.876)  0.31
H (-1.062, 1.588, 1.799)  0.40
H (-1.882, 2.404, 0.340)  0.28
H (1.620, 0.679, -0.448)  0.25
H (1.096, 0.811, 1.258)  0.56
H (0.810, 2.075, 0.127)  0.64
H (-0.034, 0.466, -2.282)  0.26
H (-1.655, 0.468, -1.744)  0.80
H (-0.859, 2.013, -1.763)  0.47
H (-0.625, -2.280, 1.454)  0.60
H (0.216, -0.937, 1.953)  0.43

***

(4)
A cluster of 2 separate species, C6H7N in total in a non-equilibrium geometry, computed with ωB97M-V/def2-TZVPD.

## Properties
HOMO energy: -9.4 eV
Energy: -287.49990 hartree
SMILES: N#CC1C=CC=C1.[H][H]
LUMO level: 0.6 eV
Energy relative to the best compared isomer or geometry (same formula, charge and spin): 229.29 kJ/mol

Each line ends with the Mulliken charge.
CARTESIAN COORDINATES (ANGSTROEM)
N (0.076, 3.150, -0.040)  -0.41
C (0.118, 2.080, 0.399)  0.13
C (0.170, 0.730, 0.973)  0.39
C (1.483, 0.019, 0.729)  -0.69
C (1.236, -1.162, 0.147)  -0.33
C (-0.212, -1.310, -0.072)  -0.37
C (-0.848, -0.219, 0.378)  -0.69
H (-0.003, 0.825, 2.056)  0.32
H (2.442, 0.433, 1.018)  0.38
H (1.977, -1.906, -0.125)  0.42
H (-0.680, -2.176, -0.528)  0.43
H (-1.911, -0.011, 0.357)  0.41
H (-1.603, -0.154, -2.476)  -0.18
H (-2.248, -0.297, -2.816)  0.18

***

(5)
An isolated molecule of C5H6O, computed with ωB97M-V/def2-TZVPD.

## Properties
HOMO energy: -8.5 eV
Energy: -269.24178 hartree
SMILES: OC=C=C1CC1
LUMO level: 0.9 eV
Energy relative to the best compared isomer or geometry (same formula, charge and spin): 274.26 kJ/mol

Each line ends with the Mulliken charge.
CARTESIAN COORDINATES (ANGSTROEM)
O (-2.834, -1.381, 0.369)  -0.51
C (-1.841, -0.710, 1.030)  -0.42
C (-0.746, -0.230, 0.493)  0.17
C (0.360, 0.221, -0.005)  0.34
C (1.119, 1.351, -0.566)  -0.53
C (1.735, -0.039, -0.468)  -0.53
H (-2.470, -1.691, -0.469)  0.30
H (-2.062, -0.605, 2.088)  0.32
H (0.848, 1.742, -1.542)  0.22
H (1.487, 2.101, 0.130)  0.21
H (1.848, -0.600, -1.394)  0.21
H (2.532, -0.207, 0.251)  0.22

***

(6)
A cluster of 7 separate species, C24H49BCl2NO7 in total, computed with ωB97M-V/def2-TZVPD.

## Properties
Total charge: -1
HOMO energy: -4.5 eV
Energy: -2470.56121 hartree
LUMO level: 2.2 eV
Energy relative to the best compared isomer or geometry (same formula, charge and spin): 0.00 kJ/mol

Each line ends with the Mulliken charge.
CARTESIAN COORDINATES (ANGSTROEM)
C (-0.476, -2.958, 1.405)  -1.25
C (0.983, -3.090, 1.204)  0.33
Cl (1.836, -3.311, 2.751)  -0.31
C (1.615, -3.050, 0.045)  0.29
Cl (3.362, -3.320, 0.078)  -0.29
B (0.894, -2.881, -1.413)  0.22
C (1.719, -1.945, -2.481)  -1.50
C (1.488, -0.445, -2.330)  1.59
O (1.134, 0.127, -3.622)  -0.50
C (2.693, 0.306, -1.815)  -1.40
N (2.966, -0.005, -0.413)  -0.28
H (-0.793, -3.574, 2.228)  0.39
H (-1.016, -3.257, 0.527)  0.32
H (-0.737, -1.933, 1.632)  0.20
H (-0.191, -2.341, -1.225)  -0.29
H (0.712, -4.019, -1.841)  -0.22
H (2.781, -2.154, -2.519)  0.27
H (1.320, -2.166, -3.460)  0.21
H (0.633, -0.276, -1.696)  -0.32
H (1.766, 0.816, -3.823)  0.23
H (3.531, 0.024, -2.436)  0.48
H (2.521, 1.375, -1.939)  0.41
H (2.896, 0.821, 0.155)  0.12
H (3.902, -0.343, -0.296)  0.21
C (-0.123, 3.301, -7.500)  -1.39
C (0.293, 2.544, -6.257)  0.94
O (1.357, 2.759, -5.724)  -0.54
C (-0.680, 1.537, -5.708)  -0.41
H (0.663, 3.996, -7.789)  0.32
H (-0.303, 2.602, -8.318)  0.41
H (-1.043, 3.853, -7.307)  0.30
H (-0.876, 0.757, -6.446)  0.40
H (-1.619, 2.037, -5.459)  0.08
H (-0.263, 1.080, -4.810)  -0.06
C (0.634, 4.069, -0.657)  -0.75
C (1.223, 3.358, 0.533)  0.75
O (2.316, 3.652, 0.963)  -0.61
C (0.394, 2.259, 1.146)  -0.88
H (1.336, 4.821, -1.011)  0.29
H (0.431, 3.352, -1.454)  0.01
H (-0.306, 4.548, -0.381)  0.44
H (0.194, 1.486, 0.402)  0.05
H (-0.562, 2.661, 1.487)  0.44
H (0.929, 1.823, 1.986)  0.32
C (1.078, -6.849, 7.413)  -0.96
C (0.326, -6.770, 6.106)  0.74
O (-0.630, -7.483, 5.893)  -0.59
C (0.815, -5.756, 5.107)  -0.92
H (0.623, -7.611, 8.045)  0.25
H (2.123, -7.106, 7.235)  0.39
H (1.031, -5.883, 7.916)  0.14
H (1.849, -5.968, 4.833)  0.36
H (0.771, -4.756, 5.541)  0.32
H (0.200, -5.785, 4.213)  0.27
C (-2.502, -3.185, 8.516)  -1.18
C (-1.255, -3.990, 8.787)  0.90
O (-0.263, -3.860, 8.112)  -0.54
C (-1.311, -4.969, 9.936)  -1.13
H (-2.333, -2.527, 7.668)  0.31
H (-3.335, -3.854, 8.293)  0.33
H (-2.761, -2.589, 9.392)  0.35
H (-2.101, -5.701, 9.763)  0.32
H (-1.526, -4.441, 10.866)  0.38
H (-0.359, -5.484, 10.027)  0.26
C (-3.333, 2.479, -3.099)  -1.00
C (-2.835, 1.724, -1.890)  0.83
O (-1.740, 1.956, -1.444)  -0.43
C (-3.744, 0.680, -1.289)  -1.24
H (-2.561, 3.181, -3.405)  0.08
H (-3.537, 1.787, -3.918)  0.32
H (-4.242, 3.034, -2.863)  0.43
H (-3.971, -0.087, -2.031)  0.35
H (-4.679, 1.139, -0.965)  0.35
H (-3.252, 0.217, -0.438)  0.28
C (0.177, 8.168, -5.280)  -1.15
C (-0.205, 6.814, -4.724)  0.88
O (-1.353, 6.552, -4.451)  -0.57
C (0.910, 5.819, -4.541)  -0.81
H (-0.709, 8.791, -5.368)  0.32
H (0.896, 8.653, -4.618)  0.31
H (0.637, 8.051, -6.262)  0.30
H (1.662, 6.217, -3.858)  0.44
H (1.390, 5.609, -5.498)  0.31
H (0.517, 4.891, -4.136)  -0.04

***

Question: The highest LUMO level belongs to which entry?
Answer: C7H14N5

***

Question: The highest HOMO energy belongs to which entry?
Answer: C3H4LiO3

***

Question: Among the records above, which one has the lowest energy?
Answer: C24H49BCl2NO7